Record 1
{
  "formula": "C6H7N",
  "method": "ωB97M-V/def2-TZVPD",
  "de_lowest_ev": 5.2927,
  "homo_lumo_gap_ev": 9.2,
  "smiles": "C[C@@]12CC=C1C=N2",
  "species": ["C", "C", "C", "C", "C", "C", "N", "H", "H", "H", "H", "H", "H", "H"],
  "positions_angstrom": [[-0.18, -0.54, -1.67], [-0.12, 0.28, -0.35], [-1.20, -0.05, 0.74], [-0.06, -0.50, 1.60], [0.94, -0.25, 0.70], [1.66, 1.04, 0.34], [0.69, 1.50, -0.40], [-1.17, -0.47, -2.20], [0.13, -1.58, -1.40], [0.55, -0.29, -2.53], [-1.93, -0.82, 0.41], [-1.78, 0.74, 1.35], [-0.14, -0.59, 2.75], [2.63, 1.53, 0.66]]
}

Record 2
{
  "formula": "C6H15P3",
  "method": "ωB97M-V/def2-TZVPD",
  "homo_lumo_gap_ev": [6.9, 6.5],
  "multiplicity": 3,
  "s_squared": 2.01,
  "species": ["C", "C", "C", "C", "C", "C", "P", "P", "P", "H", "H", "H", "H", "H", "H", "H", "H", "H", "H", "H", "H", "H", "H", "H"],
  "positions_angstrom": [[-1.77, -0.05, 2.92], [-0.33, 0.25, -3.73], [1.21, -1.81, -1.31], [-0.38, -0.19, 3.35], [-1.26, -0.54, -3.10], [1.48, -0.34, -0.87], [0.93, -0.11, 2.01], [0.63, 1.89, 1.14], [0.01, 0.13, 0.08], [-2.01, -0.85, 2.29], [-2.44, -0.06, 3.73], [-2.01, 1.03, 2.52], [-0.62, 2.12, 1.69], [0.54, -0.11, -4.41], [-0.51, 1.36, -3.71], [0.47, -2.33, -0.61], [0.67, -1.90, -2.20], [2.18, -2.36, -1.36], [-0.22, -1.26, 3.71], [-0.22, 0.48, 4.17], [-1.22, -1.59, -2.95], [-1.98, -0.05, -2.43], [1.52, 0.28, -1.85], [2.47, -0.32, -0.28]]
}

Record 3
{
  "formula": "C22H44O10",
  "method": "ωB97M-V/def2-TZVPD",
  "de_lowest_ev": 5.1081,
  "homo_lumo_gap_ev": 9.8,
  "smiles": "CCOC(C)=O.CCOC(C)=O.CCOC(C)=O.CCOC(C)=O.CC(C)=O.CC(C)=O",
  "species": ["C", "C", "O", "C", "C", "O", "H", "H", "H", "H", "H", "H", "H", "H", "C", "C", "O", "C", "C", "O", "H", "H", "H", "H", "H", "H", "H", "H", "C", "C", "O", "C", "C", "O", "H", "H", "H", "H", "H", "H", "H", "H", "C", "C", "O", "C", "C", "O", "H", "H", "H", "H", "H", "H", "H", "H", "C", "C", "C", "O", "H", "H", "H", "H", "H", "H", "C", "C", "C", "O", "H", "H", "H", "H", "H", "H"],
  "positions_angstrom": [[-1.73, -0.37, 0.64], [-1.03, -1.14, 1.74], [0.36, -1.00, 1.42], [1.10, -1.93, 2.09], [2.65, -1.82, 1.94], [0.71, -2.85, 2.77], [-1.70, -0.72, -0.41], [-1.38, 0.57, 0.47], [-2.61, 0.03, 0.88], [-1.28, -0.86, 2.59], [-1.41, -2.20, 1.58], [2.89, -0.70, 2.05], [2.83, -1.87, 0.89], [3.17, -2.22, 2.80], [-3.97, 2.05, -1.98], [-5.06, 2.79, -1.26], [-5.95, 3.52, -2.08], [-7.04, 3.97, -1.60], [-7.96, 4.71, -2.64], [-7.35, 3.87, -0.40], [-3.28, 1.80, -1.16], [-3.95, 2.73, -2.90], [-4.25, 1.02, -2.22], [-5.61, 2.32, -0.51], [-4.45, 3.56, -0.64], [-8.66, 5.24, -2.16], [-8.39, 4.13, -3.35], [-7.28, 5.37, -3.03], [7.68, -0.28, -1.26], [6.19, -0.76, -1.12], [6.27, -1.97, -1.70], [5.13, -2.60, -1.85], [5.20, -3.88, -2.61], [3.98, -2.32, -1.40], [7.96, 0.07, -2.18], [8.39, -0.92, -0.74], [7.97, 0.56, -0.64], [5.97, -0.90, -0.25], [5.55, -0.17, -1.63], [4.64, -3.58, -3.42], [4.78, -4.71, -1.99], [6.26, -4.08, -2.55], [2.29, -1.20, -5.70], [1.49, -0.12, -4.96], [1.98, -0.02, -3.59], [1.52, 1.00, -2.83], [2.12, 0.91, -1.35], [0.69, 1.75, -3.23], [1.92, -2.40, -5.35], [3.48, -1.10, -5.52], [1.90, -1.22, -6.75], [1.86, 0.91, -5.26], [0.50, -0.24, -4.89], [2.72, 1.71, -1.02], [2.76, 0.13, -1.34], [1.13, 0.88, -0.73], [-2.93, -2.33, 5.09], [-3.56, -2.90, 3.80], [-2.78, -4.17, 3.18], [-4.74, -2.36, 3.41], [-3.70, -1.71, 5.40], [-1.95, -1.81, 4.85], [-2.74, -3.06, 5.80], [-1.69, -4.10, 3.19], [-3.28, -3.99, 2.18], [-3.22, -4.89, 3.79], [-0.96, 3.61, 4.10], [-0.43, 2.18, 4.38], [0.85, 1.78, 3.62], [-0.98, 1.35, 5.18], [-1.75, 3.80, 4.87], [-1.50, 3.61, 3.08], [-0.07, 4.30, 4.09], [0.71, 1.57, 2.57], [1.36, 1.09, 4.13], [1.60, 2.57, 3.59]]
}

Record 4
{
  "formula": "CH6NOPS2",
  "method": "ωB97M-V/def2-TZVPD",
  "de_lowest_ev": 1.5113,
  "homo_lumo_gap_ev": 8.7,
  "species": ["C", "N", "O", "P", "S", "S", "H", "H", "H", "H", "H", "H"],
  "positions_angstrom": [[1.26, 0.11, -0.56], [-2.05, -0.77, 0.76], [0.49, 0.64, 0.52], [-3.28, -0.02, -0.07], [-2.99, 1.45, -1.28], [-5.05, -0.80, 0.17], [1.16, -1.03, -0.75], [2.24, 0.32, -0.41], [0.95, 0.73, -1.50], [-2.41, -1.59, 1.42], [-1.23, -0.21, 1.06], [0.95, 1.50, 0.78]]
}